[1]
A molecular structure, C40H32O3PdTe in a non-equilibrium geometry. Source: OMol25; level of theory: wB97M-V/def2-TZVPD.

Element x y z (Å)
Pd (-0.40706, 0.46894, 0.51322)
O (1.93715, 0.26276, 0.41574)
C (2.62544, 0.85418, 1.54197)
C (1.62797, 1.77395, 2.27098)
O (1.99057, 2.20478, 3.35963)
O (0.51655, 2.03493, 1.66810)
C (3.12091, -0.27226, 2.46993)
C (2.67566, -1.58135, 2.31100)
C (3.14919, -2.61236, 3.12377)
C (4.06069, -2.34352, 4.12999)
C (4.48933, -1.03110, 4.31907)
C (4.02844, -0.01218, 3.49873)
C (3.80217, 1.69668, 1.00241)
C (4.24699, 1.51372, -0.30395)
C (5.32519, 2.23976, -0.80656)
C (5.97354, 3.17389, -0.01201)
C (5.51896, 3.38374, 1.28379)
C (4.44482, 2.65831, 1.78686)
H (2.42073, -0.53003, 0.15671)
H (1.92582, -1.82286, 1.57124)
H (2.78873, -3.62194, 2.96521)
H (4.43612, -3.14145, 4.76164)
H (5.19216, -0.79656, 5.11264)
H (4.36928, 0.99939, 3.66928)
H (3.74357, 0.81150, -0.95603)
H (5.65018, 2.07535, -1.82702)
H (6.81506, 3.73891, -0.39841)
H (5.99318, 4.12992, 1.91252)
H (4.06679, 2.87192, 2.77851)
Te (-0.08848, 1.40735, -2.11330)
C (-0.37203, 2.79782, -3.65291)
C (-0.84861, 4.07187, -3.35170)
C (-1.14654, 4.94898, -4.38907)
C (-0.95992, 4.56249, -5.71371)
C (-0.46899, 3.29641, -6.00397)
C (-0.17127, 2.40582, -4.97188)
C (-2.20045, 1.13578, -2.00661)
C (-2.88353, 0.55605, -3.07529)
C (-4.24962, 0.31001, -2.97805)
C (-4.94910, 0.62656, -1.81280)
C (-4.27844, 1.22186, -0.75809)
C (-2.91151, 1.48745, -0.86096)
H (-0.99259, 4.37632, -2.32162)
H (-1.52347, 5.93928, -4.16041)
H (-1.19246, 5.25220, -6.51830)
H (-0.31940, 2.99455, -7.03419)
H (0.20975, 1.41654, -5.20040)
H (-2.34966, 0.28819, -3.97972)
H (-4.77207, -0.13878, -3.81562)
H (-6.00954, 0.41048, -1.73130)
H (-4.81043, 1.49105, 0.14708)
H (-2.42333, 1.99839, -0.05384)
C (-5.09341, -4.36674, -1.04043)
C (-4.83504, -3.76824, 0.19015)
C (-3.75428, -2.90778, 0.33634)
C (-2.91057, -2.63651, -0.74321)
C (-3.19048, -3.22452, -1.97758)
C (-4.26982, -4.09161, -2.12730)
C (-1.75564, -1.70031, -0.63744)
C (-1.12584, -1.34372, 0.46761)
C (-0.93766, -1.90323, 1.80219)
C (-0.87319, -1.07273, 2.92460)
C (-0.54575, -1.59815, 4.17183)
C (-0.32398, -2.95690, 4.30603)
C (-0.41597, -3.80112, 3.19600)
C (-0.69893, -3.27659, 1.94813)
H (-5.93863, -5.03777, -1.15282)
H (-5.48601, -3.96419, 1.03577)
H (-3.57194, -2.42966, 1.29099)
H (-2.55604, -2.99230, -2.82879)
H (-4.46903, -4.54814, -3.09241)
H (-1.42899, -1.25129, -1.56675)
H (-1.09413, -0.01844, 2.84670)
H (-0.47326, -0.94031, 5.02948)
H (-0.07209, -3.36856, 5.27772)
H (-0.24834, -4.86635, 3.30761)
H (-0.74748, -3.91854, 1.07330)

Computed properties:
Relative energy (zero: lowest compared OMol25 entry of this formula, charge and spin): 28.9 kcal per mole
Maximum force: 0.0307 Eh/bohr
HOMO-LUMO gap (spin up / spin down): 6.56 / 6.56 eV
HOMO (spin up / spin down): -0.294 / -0.294 Eh
Electronic energy: -58912.2706 eV
Lowest unoccupied orbital energy (spin up / spin down): -1.443 / -1.442 eV

Atom charges from the Löwdin analysis, given in e for atoms 1 to 4: Pd 0.68; O -0.14; C -0.29; C -0.59



[2]
A molecular structure, C40H33BBr2F4MoN6O2S in a non-equilibrium geometry. Source: OMol25; level of theory: wB97M-V/def2-TZVPD.

Element x y z (Å)
Mo (-0.30218, 0.15803, -0.01711)
O (3.80897, 1.31760, 5.63379)
C (4.31748, 0.49984, 4.60370)
C (3.29577, 0.42204, 3.51073)
C (3.46821, -0.40501, 2.41221)
C (2.51057, -0.43101, 1.42717)
N (1.37557, 0.29234, 1.45864)
C (1.21491, 1.10074, 2.52960)
C (2.14599, 1.18791, 3.54671)
C (-0.00941, 1.91487, 2.53259)
C (-0.36858, 2.72825, 3.58442)
C (-1.52409, 3.49500, 3.50516)
C (-1.93167, 4.35196, 4.68097)
O (-0.83289, 5.08785, 5.18500)
C (-2.23480, 3.45223, 2.31898)
C (-1.81463, 2.61653, 1.30396)
N (-0.75253, 1.81169, 1.41253)
H (4.46684, 1.41095, 6.32844)
H (4.53608, -0.51261, 4.95341)
H (5.24170, 0.90400, 4.17972)
H (4.34921, -1.02743, 2.30583)
H (2.66918, -1.04391, 0.56124)
H (1.99780, 1.85740, 4.38017)
H (0.24461, 2.79406, 4.47358)
H (-2.25768, 3.69427, 5.48749)
H (-2.78002, 4.98399, 4.41428)
H (-0.75667, 5.92647, 4.72111)
H (-3.12224, 4.05613, 2.17601)
H (-2.35103, 2.60246, 0.37276)
Br (-3.15643, -4.66020, 3.77816)
C (-2.35616, -3.31688, 2.77048)
C (-1.71750, -2.25792, 3.39118)
C (-1.14285, -1.29525, 2.59809)
N (-1.16013, -1.32157, 1.25719)
C (-1.79622, -2.35375, 0.66183)
C (-2.39410, -3.35962, 1.38718)
C (-1.82161, -2.32166, -0.82157)
C (-2.48514, -3.24756, -1.60065)
C (-2.50461, -3.07590, -2.97137)
Br (-3.38309, -4.31295, -4.05827)
C (-1.86606, -1.98355, -3.53392)
C (-1.20485, -1.12270, -2.68869)
N (-1.17949, -1.29244, -1.36413)
H (-1.67240, -2.18547, 4.46931)
H (-0.64963, -0.45909, 3.06227)
H (-2.89993, -4.17170, 0.88434)
H (-3.00447, -4.08290, -1.15406)
H (-1.86726, -1.82434, -4.60371)
H (-0.64771, -0.27405, -3.06840)
F (-4.17791, -0.93859, -0.50453)
B (-3.98099, 0.33634, -0.05292)
F (-2.35609, 0.62248, -0.44040)
F (-4.59320, 1.31499, -0.78427)
F (-3.99546, 0.49462, 1.29905)
N (1.14539, -0.53647, -0.93811)
C (1.83189, -1.32604, -1.67579)
C (2.89156, -0.85162, -2.59727)
C (2.93746, 0.48563, -3.00184)
C (3.94834, 0.93186, -3.83388)
C (4.93788, 0.05236, -4.25930)
C (4.91041, -1.27244, -3.85075)
C (3.89259, -1.72620, -3.02680)
C (1.54370, -2.79633, -1.58255)
C (1.43819, -3.55426, -2.74725)
C (1.07537, -4.89305, -2.68043)
C (0.83436, -5.49372, -1.45157)
C (0.93872, -4.74466, -0.28586)
C (1.27396, -3.40036, -0.35375)
H (2.17121, 1.16685, -2.66658)
H (3.96830, 1.96683, -4.15205)
H (5.73525, 0.40364, -4.90354)
H (5.68599, -1.95572, -4.17375)
H (3.89430, -2.75726, -2.69652)
H (1.62527, -3.09446, -3.71072)
H (0.99031, -5.47190, -3.59314)
H (0.57568, -6.54552, -1.40207)
H (0.76045, -5.20921, 0.67827)
H (1.33941, -2.82084, 0.55850)
S (0.09216, 2.25352, -1.52139)
C (-1.24248, 3.11320, -2.18934)
N (-2.45722, 2.55995, -2.37569)
C (-3.49821, 3.18645, -2.97975)
C (-3.34777, 4.44623, -3.46331)
C (-2.10951, 5.07861, -3.28376)
C (-1.07824, 4.43047, -2.64623)
H (-2.61621, 1.64599, -1.97720)
H (-4.42276, 2.63105, -3.02995)
H (-4.17142, 4.94515, -3.95382)
H (-1.96464, 6.09078, -3.64150)
H (-0.12087, 4.90457, -2.48656)

Computed properties:
Relative energy (zero: lowest compared OMol25 entry of this formula, charge and spin): 0.0 kcal per mole
Maximum force: 0.0287 Eh/bohr
Net charge: +2
HOMO-LUMO gap (spin up / spin down): 6.50 / 6.50 eV
HOMO (spin up / spin down): -0.465 / -0.466 Eh
Electronic energy: -219370.0051 eV
Lowest unoccupied orbital energy (spin up / spin down): -6.148 / -6.166 eV

Atom charges from the Löwdin analysis, given in e for atoms 1 to 4: Mo 1.52; O -0.04; C -0.19; C -0.15